(1)
Molecular formula: C43H39FN3
Method: DFT, wB97M-V/def2-TZVPD

```
86
C43H39FN3 (wB97M-V/def2-TZVPD)
C -7.561 2.136 2.785
N -6.694 1.159 3.401
C -7.325 0.240 4.325
C -5.411 1.006 2.988
C -4.892 1.847 1.970
C -3.572 1.743 1.596
C -2.772 0.676 2.043
C -1.388 0.591 1.682
C -0.611 -0.620 1.778
C 0.778 -0.252 1.770
C 1.786 -1.201 1.957
C 1.403 -2.520 2.234
C 0.050 -2.882 2.310
C -0.958 -1.951 2.038
C 0.863 1.209 1.746
C -0.475 1.723 1.790
C -0.692 3.080 2.052
C 0.413 3.917 2.200
C 1.724 3.417 2.108
C 1.958 2.057 1.858
C -3.316 -0.198 3.019
C -4.581 -0.004 3.535
H -7.254 3.172 3.023
H -7.579 2.042 1.689
H -8.569 1.933 3.167
H -6.763 0.128 5.266
H -8.334 0.630 4.512
H -7.450 -0.758 3.880
H -5.512 2.623 1.530
H -3.153 2.484 0.925
H 2.833 -0.905 1.921
H 2.173 -3.266 2.438
H -0.222 -3.887 2.656
H -2.004 -2.249 2.108
H -1.693 3.486 2.177
H 0.252 4.966 2.456
H 2.577 4.088 2.254
H 2.967 1.635 1.790
H -2.699 -0.988 3.435
H -4.932 -0.631 4.357
F 3.571 -1.790 -0.285
C 2.969 -1.393 -1.528
C 4.067 -1.421 -2.604
C 5.326 -1.974 -2.349
C 6.338 -1.869 -3.308
C 6.076 -1.228 -4.524
C 4.797 -0.731 -4.800
C 3.777 -0.876 -3.858
C 1.829 -2.360 -1.793
C 1.850 -3.284 -2.827
C 0.733 -4.095 -3.044
C -0.361 -4.055 -2.176
C -0.333 -3.192 -1.080
C 0.746 -2.326 -0.918
C 2.493 0.059 -1.268
C 3.725 0.936 -0.928
C 3.433 2.304 -1.513
C 2.428 2.077 -2.634
N 1.755 0.761 -2.383
C 0.345 0.809 -2.228
C -0.271 1.902 -1.583
C -1.537 1.669 -1.034
N -2.019 0.440 -0.806
C -1.616 -0.494 -1.685
C -0.470 -0.318 -2.473
H 5.518 -2.485 -1.401
H 7.329 -2.275 -3.087
H 6.875 -1.107 -5.255
H 4.569 -0.227 -5.739
H 2.752 -0.577 -4.075
H 2.733 -3.349 -3.462
H 0.726 -4.764 -3.900
H -1.243 -4.683 -2.334
H -1.157 -3.158 -0.366
H 0.772 -1.617 -0.097
H 1.797 0.051 -0.396
H 3.842 0.955 0.165
H 4.648 0.498 -1.342
H 3.008 2.949 -0.734
H 4.347 2.790 -1.865
H 1.706 2.893 -2.704
H 2.955 2.002 -3.595
H 0.251 2.838 -1.342
H -2.102 2.521 -0.679
H -2.194 -1.425 -1.736
H -0.145 -1.056 -3.201
```

Results
- LUMO energy: -5.05 eV
- E: -52404.375 eV
- Charge: +1
- Gap between HOMO and LUMO: 5.566 eV

These are the Löwdin partial charges, in e, on atoms 1 to 5: number 1, C, carries -0.0486; number 2, N, carries -0.1698; number 3, C, carries -0.0428; number 4, C, carries -0.2013; number 5, C, carries 0.0202

=====

(2)
Molecular formula: C5H10N2O2
Method: DFT, wB97M-V/def2-TZVPD

```
19
C5H10N2O2 (wB97M-V/def2-TZVPD)
H 0.906 -2.844 1.064
N -0.035 -2.609 0.736
C -0.082 -1.638 -0.119
C -1.151 -1.320 -1.157
C 0.264 -1.517 -1.526
O 1.104 -1.200 -2.348
H -1.904 -2.028 -1.487
H -1.473 -0.285 -1.054
C -0.778 0.466 1.835
O 0.092 0.300 0.729
C 1.142 1.546 0.099
N 0.531 2.088 -1.003
H -0.836 -0.510 2.319
H -0.373 1.177 2.558
H -1.778 0.763 1.504
H 1.967 0.872 -0.155
H 1.341 2.251 0.910
H 0.444 1.397 -1.799
H 0.621 3.090 -1.108
```

Results
- ΔE to the lowest compared entry with this formula, charge and spin: 154.2 kcal per mole
- LUMO energy: -0.01 eV
- E: -12416.785 eV
- Structure (SMILES): [H]/N=C1/CC1=O.COCN
- Gap between HOMO and LUMO: 8.524 eV

These are the Löwdin partial charges, in e, on atoms 1 to 5: number 1, H, carries 0.0543; number 2, N, carries 0.1353; number 3, C, carries -0.3381; number 4, C, carries 0.0064; number 5, C, carries -0.3173

=====

(3)
Molecular formula: C2H20BrO8
Method: DFT, wB97M-V/def2-TZVPD

```
31
C2H20BrO8 (wB97M-V/def2-TZVPD)
Br 0.482 1.116 -0.953
C -1.215 -4.804 3.311
C -1.362 -3.824 2.131
O -0.035 -3.727 1.653
H -0.629 -5.718 3.212
H -2.202 -5.182 3.578
H -0.652 -4.452 4.175
H -1.748 -2.846 2.419
H -1.950 -4.126 1.264
H 0.022 -2.868 1.228
O 4.700 -0.609 2.567
H 4.588 -0.367 3.487
H 3.967 -0.189 2.117
O 0.627 6.226 0.703
H 0.275 5.386 0.408
H 0.352 6.294 1.618
O -2.195 0.734 -5.710
H -1.435 1.092 -5.251
H -1.964 -0.180 -5.879
O -4.764 -0.040 -2.049
H -3.944 0.186 -2.487
H -4.719 -0.989 -1.931
O -1.289 1.610 3.622
H -0.927 1.317 2.785
H -0.598 2.150 4.006
O 4.756 -1.307 -3.803
H 4.290 -0.565 -3.419
H 4.356 -2.077 -3.398
O 0.896 5.821 -3.470
H 1.147 5.245 -2.748
H 1.172 6.693 -3.188
```

Results
- ΔE to the lowest compared entry with this formula, charge and spin: 45.2 kcal per mole
- LUMO energy: 2.65 eV
- E: -88822.869 eV
- Charge: -1
- Gap between HOMO and LUMO: 7.135 eV

These are the Löwdin partial charges, in e, on atoms 1 to 5: number 1, Br, carries -0.9454; number 2, C, carries -0.0954; number 3, C, carries -0.3008; number 4, O, carries -0.0968; number 5, H, carries 0.0637

=====

(4)
Molecular formula: C9H7EuN2O5
Method: DFT, wB97M-V/def2-TZVPD

```
24
C9H7EuN2O5 (wB97M-V/def2-TZVPD)
O -1.039 0.386 -5.912
C -0.856 0.775 -4.848
Eu -1.235 0.947 -0.623
O 0.908 2.625 -2.923
C 0.253 2.357 -2.015
C -0.533 2.748 1.536
O 0.003 3.176 2.444
C -3.231 0.378 0.954
O -4.049 -0.279 1.435
C -2.825 3.055 -0.858
O -3.621 3.729 -1.332
H -2.304 0.267 -2.095
C 2.976 -2.554 0.948
N 1.767 -1.781 1.080
C 0.898 -1.778 2.185
C -0.108 -0.897 1.890
N 0.140 -0.409 0.608
C 1.299 -0.929 0.140
H 3.633 -2.268 1.770
H 2.702 -3.606 1.030
H 3.425 -2.332 -0.024
H 1.058 -2.389 3.051
H -1.003 -0.532 2.406
H 1.743 -0.687 -0.847
```

Results
- 2S+1: 7
- LUMO energy (spin up / spin down): -9.48 / -8.45 eV
- E: -41973.304 eV
- Charge: +2
- Gap between HOMO and LUMO (spin up / spin down): 7.218 / 8.250 eV

These are the Löwdin partial charges, in e, on atoms 1 to 5: number 1, O, carries 0.0607; number 2, C, carries -0.0024; number 3, Eu, carries 1.3198; number 4, O, carries 0.1453; number 5, C, carries -0.0450

=====

(5)
Molecular formula: C2H3N3O
Method: DFT, wB97M-V/def2-TZVPD

```
9
C2H3N3O (wB97M-V/def2-TZVPD)
O 2.461 -0.205 -0.079
C 1.255 -0.224 -0.015
N 0.400 -1.341 -0.009
C -0.791 -0.892 -0.072
N -0.861 0.434 -0.095
N 0.417 0.900 -0.116
H -1.736 -1.504 -0.038
H -1.778 0.942 0.091
H 0.633 1.890 0.332
```

Results
- ΔE to the lowest compared entry with this formula, charge and spin: 29.1 kcal per mole
- LUMO energy: 0.38 eV
- E: -8639.232 eV
- Structure (SMILES): O=c1nc[nH][nH]1
- Gap between HOMO and LUMO: 9.383 eV

These are the Löwdin partial charges, in e, on atoms 1 to 5: number 1, O, carries 0.0461; number 2, C, carries -0.5548; number 3, N, carries 0.1330; number 4, C, carries -0.2268; number 5, N, carries -0.0217

=====

(6)
Molecular formula: C3H10O4
Method: DFT, wB97M-V/def2-TZVPD

```
17
C3H10O4 (wB97M-V/def2-TZVPD)
C 0.705 0.786 0.065
C 0.966 -0.797 0.354
C -0.296 -1.297 0.783
O -1.233 -1.575 0.051
O -0.287 -1.355 2.201
H 0.271 0.992 -0.860
H 0.176 1.329 0.909
H 1.648 1.253 0.311
H 1.677 -0.849 1.204
H 1.495 -1.361 -0.535
H -0.224 -0.377 2.390
O 0.848 0.886 -3.515
H 0.476 1.103 -4.336
H 0.582 0.020 -3.025
O -2.020 0.796 1.320
H -1.941 -0.169 1.069
H -2.844 0.614 1.615
```

Results
- ΔE to the lowest compared entry with this formula, charge and spin: 53.9 kcal per mole
- LUMO energy: 0.60 eV
- E: -11461.412 eV
- Structure (SMILES): CCC(=O)O.O.O
- Gap between HOMO and LUMO: 11.615 eV

These are the Löwdin partial charges, in e, on atoms 1 to 5: number 1, C, carries -0.0370; number 2, C, carries -0.1347; number 3, C, carries -0.5523; number 4, O, carries 0.1040; number 5, O, carries 0.0287

=====

(7)
Molecular formula: C3H10NOS
Method: DFT, wB97M-V/def2-TZVPD

```
16
C3H10NOS (wB97M-V/def2-TZVPD)
N 1.537 -2.100 -0.856
C 0.956 -1.624 0.442
O 1.014 -0.291 0.557
H 2.107 -2.920 -0.705
H 2.177 -1.359 -1.119
H -0.089 -2.020 0.492
H 1.523 -2.153 1.260
C -0.894 2.019 1.222
S -2.182 1.542 0.046
C -1.196 0.811 -1.274
H -0.479 3.009 1.056
H -0.126 1.227 1.238
H -1.377 1.976 2.202
H -1.832 0.137 -1.847
H -0.724 1.541 -1.931
H -0.414 0.205 -0.782
```

Results
- ΔE to the lowest compared entry with this formula, charge and spin: 37.9 kcal per mole
- LUMO energy: 3.55 eV
- E: -17645.801 eV
- Charge: -1
- Gap between HOMO and LUMO: 6.418 eV

These are the Löwdin partial charges, in e, on atoms 1 to 5: number 1, N, carries -0.0465; number 2, C, carries -0.6048; number 3, O, carries -0.3558; number 4, H, carries 0.0103; number 5, H, carries 0.0270

=====

(8)
Molecular formula: C33H38N4STl
Method: DFT, wB97M-V/def2-TZVPD

```
77
C33H38N4STl (wB97M-V/def2-TZVPD)
Tl -0.765 -1.070 0.005
N 1.052 -2.867 3.798
N -0.176 -2.946 -2.501
C 1.389 2.055 0.105
C 2.322 0.998 0.384
C 2.155 0.607 1.749
C 3.007 -0.300 2.539
H 3.866 -0.645 1.967
H 2.447 -1.254 2.866
H 3.354 0.155 3.474
C 1.048 1.341 2.265
C 0.575 1.303 3.666
H 0.999 2.144 4.237
H 0.854 0.375 4.179
H -0.516 1.396 3.707
C 0.619 2.283 1.279
C -0.307 3.418 1.555
H -1.271 3.079 1.946
H -0.521 4.027 0.677
H 0.121 4.096 2.303
C 3.385 0.526 -0.538
H 4.219 1.247 -0.586
H 3.011 0.414 -1.567
H 3.801 -0.437 -0.223
C 1.393 2.888 -1.127
H 0.466 3.454 -1.242
H 1.502 2.265 -2.020
H 2.222 3.604 -1.120
C 0.204 -3.459 4.666
H 0.384 -3.458 5.760
C -0.910 -4.163 4.228
H -1.503 -4.794 4.907
C -1.253 -4.074 2.850
H -2.235 -4.368 2.479
C -0.313 -3.604 1.950
H -0.392 -3.466 0.859
C 0.930 -3.092 2.507
C 2.112 -2.529 1.927
H 2.829 -2.354 0.987
C -0.521 -1.712 -2.710
C 0.996 -3.394 -3.177
H 1.729 -3.982 -2.605
C 0.901 -2.593 -4.250
H 1.328 -2.705 -5.167
N -0.098 -1.485 -4.007
C -0.075 -0.130 -4.347
C 1.099 0.464 -4.765
C 0.946 1.792 -5.294
H 1.739 2.254 -5.903
C -0.243 2.501 -5.075
C -0.538 3.790 -5.822
H -1.134 4.503 -5.229
H -1.138 3.523 -6.712
H 0.391 4.274 -6.160
C -1.265 1.932 -4.288
H -2.182 2.506 -4.064
C -1.181 0.590 -3.868
C -2.234 0.074 -2.964
H -1.809 -0.752 -2.326
H -3.089 -0.314 -3.486
H -2.549 0.899 -2.328
C 2.450 -0.149 -4.587
H 2.600 -1.004 -5.236
H 2.584 -0.449 -3.560
H 3.265 0.544 -4.823
S -3.536 -1.423 1.165
C -3.422 -0.755 2.706
N -4.566 -0.152 3.213
C -4.629 0.368 4.474
C -3.635 0.038 5.384
C -2.409 -0.441 4.896
C -2.294 -0.776 3.548
H -5.382 -0.131 2.600
H -5.482 1.005 4.705
H -3.823 0.164 6.453
H -1.551 -0.539 5.569
H -1.348 -1.129 3.136
```

Results
- ΔE to the lowest compared entry with this formula, charge and spin: 35.6 kcal per mole
- LUMO energy (spin up / spin down): 1.64 / 1.64 eV
- E: -56316.692 eV
- Charge: -1
- Gap between HOMO and LUMO (spin up / spin down): 4.799 / 4.808 eV

These are the Löwdin partial charges, in e, on atoms 1 to 5: number 1, Tl, carries 0.8323; number 2, N, carries 0.0453; number 3, N, carries -0.0629; number 4, C, carries -0.2542; number 5, C, carries -0.2618

=====

Q: What is the E in the fifth record?
A: -8639.232 eV

=====

Q: Among the records above, which one has the lowest E?
A: C2H20BrO8